w) Here is a single C10H15NO3S molecule from the Open Molecules 2025 dataset. Energies are from wB97M-V/def2-TZVPD.

SMILES: C=[S@]1(=O)C=CC[C@@H]2C[C@H]3OCO[C@@]23N1C
HOMO in eV: -8.025
Gap between HOMO and LUMO in hartree: 0.318

```
30
Properties=species:S:1:pos:R:3:mulliken_charge:R:1
C 1.7169 1.8654 -0.1328 -0.422
C 2.2753 0.6842 -0.0557 -0.363
C 2.1024 0.0934 2.5498 -0.888
C 0.3351 2.0726 0.3118 -1.066
C -2.0917 1.1894 -0.5207 -0.955
C -1.1839 -1.0752 -2.4233 -0.329
C -0.5732 1.1651 -0.6136 -0.146
C -2.1001 -0.3371 -0.5281 -0.171
C -0.5832 -0.3177 -0.3772 0.906
C -0.1942 -2.3382 1.0065 -1.004
N -0.0693 -0.8832 0.8049 -0.105
O 2.4714 -1.8714 0.8220 -0.781
O -2.4164 -1.1639 -1.6418 -0.467
O -0.1950 -1.0841 -1.5042 -0.486
S 1.6642 -0.5257 1.0993 1.138
H 2.0859 2.7197 -0.6538 0.456
H 3.2223 0.2457 -0.3616 0.542
H 2.2102 -0.7133 3.2806 0.318
H 1.7784 1.1794 2.8345 0.145
H 0.2481 1.9142 1.4064 0.176
H -0.0945 3.0913 -0.0106 0.354
H -2.5037 1.6983 0.3339 0.350
H -2.4766 1.6335 -1.4251 0.292
H -0.9834 -1.8733 -3.0434 0.445
H -1.1618 -0.0420 -2.9439 0.192
H -0.2545 1.4279 -1.6809 0.283
H -2.6179 -0.9064 0.2989 0.502
H -0.4413 -2.3871 2.0909 0.290
H -1.0480 -2.6304 0.3495 0.445
H 0.8784 -2.8313 0.7277 0.349
```

---

x) Here is 2 unconnected molecules or ions with the total composition C10H15NO3S from the Open Molecules 2025 dataset. Energies are from wB97M-V/def2-TZVPD.

SMILES: O=S(=O)(O)/C=C1/C=CC=CC1.[H]/N=C\CC
HOMO (alpha / beta) in eV: -7.895 / -7.896
Gap between HOMO and LUMO (alpha / beta) in hartree: 0.292 / 0.292

```
30
Properties=species:S:1:pos:R:3:mulliken_charge:R:1
C 2.0663 -2.3736 -1.8180 -0.955
C 2.6651 -1.1774 -1.4076 0.069
C 0.7500 -2.2434 -2.1211 -0.127
C 2.0169 0.0311 -1.1249 -1.078
C -0.2182 -1.2399 -1.7207 -0.162
C 0.5628 0.0191 -1.2444 0.744
C 0.2960 1.1731 3.3807 -1.560
C -0.8116 0.4561 2.6699 -0.012
C -0.0835 1.1421 -0.9500 -0.548
C -0.4112 -0.4544 1.5827 0.074
N -1.2151 -1.1874 0.9267 -0.541
O -2.5397 0.5840 -1.8832 -0.641
O -2.3249 1.4709 0.3935 -0.706
O -1.8028 3.0353 -1.4003 -0.496
S -1.7962 1.4612 -0.9869 1.142
H 2.6593 -3.1841 -2.2605 0.330
H 3.8024 -1.1637 -1.3123 0.275
H 0.2125 -3.0554 -2.6532 0.289
H 2.5543 0.9551 -1.0322 0.376
H -1.2109 -1.2368 -2.2548 0.392
H 0.4544 2.0067 2.8244 0.408
H 1.1380 0.5903 3.5519 0.406
H -0.0101 1.5365 4.3588 0.388
H -1.4023 -0.0382 3.4185 0.378
H -1.6252 1.0478 2.1080 0.230
H 0.4790 1.9352 -0.5687 0.388
H 0.6667 -0.3058 1.2519 0.087
H -2.0469 3.0726 -2.3598 0.363
H -2.2590 -1.3410 1.2791 0.225
H -0.5662 -1.5162 -0.6477 0.261
```

---

Energy ordering: x) at the bottom, the next structure 280.3 kJ/mol above.